1.
{
  "formula": "C18H55N9O4P3Y",
  "method": "the ωB97M-V functional and the def2-TZVPD basis",
  "lumo_energy_ha": -0.38752,
  "spin_multiplicity": 1,
  "total_charge": 2,
  "de_lowest_kcal_mol": 407.3,
  "homo_ev": -11.90,
  "homo_lumo_gap_ha": 0.050,
  "species": ["Y", "O", "H", "O", "P", "N", "C", "C", "N", "C", "C", "N", "C", "C", "H", "H", "H", "H", "H", "H", "H", "H", "H", "H", "H", "H", "H", "H", "H", "H", "H", "H", "O", "P", "N", "C", "C", "N", "C", "C", "N", "C", "C", "H", "H", "H", "H", "H", "H", "H", "H", "H", "H", "H", "H", "H", "H", "H", "H", "H", "H", "O", "P", "N", "C", "C", "N", "C", "C", "N", "C", "C", "H", "H", "H", "H", "H", "H", "H", "H", "H", "H", "H", "H", "H", "H", "H", "H", "H", "H"],
  "positions_angstrom": [[6.589474, 0.268835, 3.728768], [4.150154, -0.225632, 1.375961], [3.607625, -1.000426, 1.131258], [-4.395636, -4.651465, -0.446277], [-3.495346, -4.044506, -1.475137], [-3.931405, -2.411131, -1.796418], [-3.599912, -1.240821, -0.891270], [-4.739134, -2.026576, -2.867623], [-3.391439, -4.895227, -3.034098], [-2.333028, -4.760054, -4.127800], [-4.626186, -5.597160, -3.433363], [-1.828662, -4.196680, -0.909118], [-1.696713, -4.117088, 0.552876], [-0.647351, -3.698917, -1.557783], [-3.649907, -0.294716, -1.430251], [-2.612157, -1.392162, -0.455919], [-4.303939, -1.048889, -0.081567], [-5.534253, -1.389101, -2.480944], [-5.114084, -2.882145, -3.429318], [-4.070857, -1.503809, -3.551897], [-1.617548, -5.571871, -3.996855], [-2.836367, -4.704046, -5.092998], [-1.837882, -3.806116, -3.946282], [-5.246065, -4.888749, -3.982920], [-4.447131, -6.548446, -3.934451], [-5.124688, -5.821523, -2.490364], [-0.790626, -4.688604, 0.754051], [-1.610639, -3.079024, 0.873987], [-2.447587, -4.777142, 0.987173], [-0.782968, -2.618183, -1.599398], [-0.641720, -4.163427, -2.543830], [0.237589, -3.976054, -0.984911], [1.971382, 2.721427, -7.371218], [1.828173, 1.961444, -6.087934], [0.779354, 0.716808, -6.291549], [-0.679155, 0.885025, -6.076816], [0.984916, -0.305881, -7.220183], [1.410712, 3.029459, -4.845368], [1.289259, 2.573457, -3.392256], [0.600060, 4.287755, -5.117912], [3.186506, 1.168654, -5.489491], [3.237079, 0.081605, -4.596443], [4.324382, 1.925046, -5.665712], [-0.925136, 1.482733, -5.199126], [-1.036282, -0.132248, -5.916477], [-1.096537, 1.433823, -6.921044], [0.407172, -1.198189, -6.979164], [2.017791, -0.649085, -7.161058], [0.842763, 0.130046, -8.209054], [1.296069, 3.423562, -2.710077], [0.405581, 1.942355, -3.297749], [2.179945, 1.989763, -3.159713], [0.305995, 4.844086, -4.227896], [1.221278, 4.903149, -5.768657], [-0.287863, 4.005865, -5.683797], [3.539831, 0.374519, -3.591139], [2.211405, -0.193497, -4.350623], [3.770441, -0.759056, -5.040211], [4.210753, 2.977088, -5.404185], [4.596152, 1.860060, -6.719287], [5.103390, 1.589171, -4.981280], [3.139763, 1.818465, 6.118898], [1.760906, 2.016673, 6.743394], [0.340643, 2.150905, 5.740112], [0.409235, 1.490817, 4.475312], [-0.965263, 2.744339, 6.044173], [1.430775, 3.334195, 7.831938], [1.331111, 4.734309, 7.336679], [1.668537, 3.184035, 9.265863], [1.309543, 0.663452, 7.746630], [2.195238, -0.401420, 7.990165], [-0.152662, 0.511197, 8.285096], [-0.559280, 1.353143, 3.994558], [0.772106, 0.465630, 4.548896], [1.034751, 2.166120, 3.891532], [-1.334168, 3.460130, 5.309561], [-0.913203, 3.284498, 6.989485], [-1.727988, 1.981933, 6.202553], [1.156616, 4.755619, 6.260955], [0.698142, 5.357314, 7.968592], [2.315951, 5.179786, 7.477196], [2.500028, 2.484114, 9.348436], [2.116539, 4.095954, 9.660591], [0.803888, 2.827496, 9.825647], [2.912537, -0.603320, 7.194669], [2.644196, -0.273708, 8.975173], [1.654316, -1.337135, 7.848984], [-0.400538, 1.282948, 9.013821], [-0.170949, -0.314875, 8.995991], [-0.897799, 0.269293, 7.527236]],
  "atomic_forces_ev_per_a": [[-1.727, -0.309, -1.242], [0.913, 0.212, 0.917], [0.563, 0.202, 0.461], [0.974, 0.621, -1.429], [1.353, -1.697, -1.227], [1.895, -0.161, 2.888], [0.047, -1.150, -0.343], [-0.225, -0.087, -1.489], [0.063, 0.994, 1.180], [-1.350, 0.765, 2.137], [0.227, 0.725, 1.199], [-2.286, 0.311, 0.886], [0.144, -1.524, -0.868], [-0.909, -0.102, -0.696], [0.408, -0.259, -0.561], [-0.012, 0.129, -0.032], [-0.301, -0.730, 0.157], [-0.221, 0.033, -0.462], [-0.273, 0.107, 0.231], [-0.430, 0.656, -0.488], [-0.085, -0.047, -0.507], [0.170, -0.330, 0.018], [0.118, -0.051, -0.410], [-0.288, -0.533, -0.517], [0.167, 0.273, -0.224], [-0.345, -0.174, -0.175], [0.412, 0.449, 0.285], [-0.189, -0.086, 0.565], [-0.449, 0.928, 0.315], [0.795, 0.391, -0.416], [0.667, 0.485, 0.088], [-0.079, 0.062, -0.122], [0.372, -0.658, 1.578], [0.088, 1.534, -0.666], [-2.387, 0.695, 2.758], [0.952, 0.609, 0.346], [1.799, -1.007, -0.951], [-1.155, 0.096, 1.649], [0.794, -0.151, -1.948], [0.890, -1.179, -1.149], [-2.634, 0.499, -0.487], [-1.608, -0.704, 0.704], [2.733, 1.239, -0.353], [0.310, -0.021, 0.154], [-0.562, 0.285, -0.310], [-0.435, -0.511, -0.252], [-0.401, 0.232, -0.339], [0.265, 0.092, -0.229], [-0.294, -0.675, -0.448], [-0.275, 0.014, -0.294], [-0.111, 0.116, 0.408], [-0.134, -0.105, 0.098], [0.332, -0.415, 0.119], [-0.220, 0.185, 0.082], [-0.170, 0.209, 0.060], [1.030, -0.007, -0.020], [-0.152, -0.583, -0.496], [0.266, -0.097, 0.451], [-0.277, 0.279, -0.159], [0.728, 0.265, 0.076], [0.261, -0.237, -0.381], [-2.806, 0.407, 0.759], [-1.795, 0.022, 1.936], [0.783, 0.353, 0.976], [0.206, -0.068, -0.728], [0.494, 0.259, 1.284], [-0.225, -0.623, -1.635], [1.396, -0.807, 0.438], [1.371, -0.310, -0.732], [-2.153, 2.303, -1.167], [0.178, -1.569, -0.331], [2.262, -0.355, 0.450], [-0.155, 0.493, 0.201], [0.632, 0.063, -0.038], [0.158, -0.761, -0.905], [0.328, -0.138, -0.411], [0.116, -0.025, -0.034], [-0.016, -0.237, -0.253], [-0.540, 0.093, 0.201], [-0.626, -0.352, -0.368], [0.269, 0.195, -0.145], [-0.206, -0.396, 0.497], [-0.529, 0.200, 0.126], [0.035, 0.267, 0.031], [0.585, 1.023, 0.108], [0.344, -0.628, 0.004], [-0.317, -0.241, 0.985], [-0.222, 0.732, -0.877], [0.490, -0.542, -0.397], [0.190, 0.540, -0.095]]
}

***

2.
{
  "formula": "C18H56AgF2N9O14S2",
  "method": "the ωB97M-V functional and the def2-TZVPD basis",
  "lumo_energy_ha": [-0.10778, -0.32316],
  "spin_multiplicity": 2,
  "total_charge": 1,
  "homo_ev": [-11.25, -11.25],
  "homo_lumo_gap_ha": [0.306, 0.090],
  "species": ["Ag", "N", "S", "O", "O", "F", "S", "O", "O", "F", "C", "C", "O", "H", "H", "H", "H", "H", "H", "C", "C", "O", "H", "H", "H", "H", "H", "H", "C", "C", "O", "H", "H", "H", "H", "H", "H", "C", "C", "O", "H", "H", "H", "H", "H", "H", "C", "O", "N", "N", "H", "H", "H", "H", "C", "O", "N", "N", "H", "H", "H", "H", "C", "O", "N", "N", "H", "H", "H", "H", "C", "O", "N", "N", "H", "H", "H", "H", "C", "C", "C", "O", "H", "H", "H", "H", "H", "H", "H", "H", "C", "C", "C", "O", "H", "H", "H", "H", "H", "H", "H", "H"],
  "positions_angstrom": [[-2.392001, 1.949335, -1.158871], [-0.933735, 0.617510, -0.383733], [0.102429, -0.291644, -0.824849], [0.165666, -1.629656, -0.235393], [1.367746, 0.347208, -1.305072], [-0.639036, -0.625146, -2.223585], [-0.449245, 0.429397, 1.248027], [0.890677, 0.869096, 1.611639], [-1.108694, -0.618947, 1.976920], [-1.406697, 1.734378, 1.680375], [1.595823, -4.427538, 3.507053], [0.187633, -3.998104, 3.355090], [-0.505978, -3.895130, 4.546130], [2.159577, -3.609561, 3.955593], [2.052209, -4.669861, 2.547317], [1.696169, -5.328844, 4.111763], [-0.336156, -4.731757, 2.742305], [0.131710, -3.074164, 2.779498], [-0.186210, -3.051110, 4.873190], [0.648241, 1.062071, 4.640017], [-0.397982, 0.528077, 5.614528], [0.148959, -0.617015, 6.293616], [1.199326, 0.286706, 4.107833], [1.401600, 1.709272, 5.089104], [0.101386, 1.756776, 4.002503], [-1.411297, 0.390562, 5.237188], [-0.630754, 1.311009, 6.336275], [-0.294704, -0.664455, 7.143624], [3.117021, -1.547726, 1.543833], [4.374005, -2.279198, 2.220434], [4.611909, -1.361817, 3.323349], [2.257115, -1.538730, 2.213601], [2.828687, -1.925541, 0.562914], [3.298767, -0.510613, 1.261932], [5.226613, -2.423061, 1.556762], [3.995999, -3.252202, 2.534261], [3.775531, -1.368415, 3.794552], [2.713714, 3.382764, -0.930988], [4.001504, 3.735923, -1.800538], [3.735162, 4.980160, -2.448076], [2.276891, 4.273186, -0.478859], [3.052208, 2.676276, -0.173094], [2.013571, 2.838746, -1.564980], [4.135360, 3.129180, -2.696102], [4.909594, 3.882398, -1.215701], [3.104046, 4.797995, -3.148141], [-3.528630, -0.613127, -3.101822], [-3.399530, 0.406154, -2.370065], [-3.691674, -1.840120, -2.717228], [-3.440170, -0.608621, -4.392537], [-3.626109, -1.880555, -1.710169], [-4.037333, -2.570109, -3.323636], [-3.593304, -1.200302, -5.196621], [-3.330895, 0.359433, -4.659062], [3.012724, -0.049102, -5.249913], [3.084227, -1.250654, -5.257159], [2.556569, 0.713260, -4.280437], [3.162222, 0.672436, -6.356877], [2.625734, 0.296301, -3.363123], [2.543370, 1.722954, -4.259549], [3.469354, 0.285275, -7.237707], [3.299814, 1.641980, -6.109559], [-0.879223, 2.268008, -4.237782], [-1.426734, 2.536206, -3.146255], [-0.517790, 1.010792, -4.490128], [-0.810310, 3.034319, -5.318249], [-0.142918, 0.873986, -5.417950], [-0.640362, 0.225403, -3.867037], [-1.050864, 4.006479, -5.187311], [-0.431513, 2.656993, -6.175124], [0.773595, -3.801287, -4.786292], [-0.283812, -4.308009, -4.545906], [1.330101, -3.946735, -5.935940], [1.370686, -2.898351, -4.043905], [0.866755, -4.427275, -6.693887], [2.147262, -3.374846, -6.094929], [0.998933, -2.909078, -3.104865], [2.143726, -2.338596, -4.374314], [-2.052892, -3.804629, -0.295610], [-3.417206, -3.450270, 0.191290], [-3.774956, -3.659655, 1.633738], [-3.533352, -2.006356, 0.038476], [-2.088556, -4.893514, -0.261483], [-1.383662, -3.537904, 0.522375], [-1.615769, -3.421146, -1.217539], [-4.102430, -3.857230, -0.552312], [-4.789982, -3.338297, 1.867313], [-3.039538, -3.116793, 2.227507], [-3.683813, -4.705598, 1.926640], [-2.819785, -1.567825, 0.507638], [-2.024092, 6.831470, 4.740771], [-2.972939, 5.673994, 4.464866], [-2.336512, 4.397265, 3.926801], [-3.586927, 5.377425, 5.710857], [-1.183960, 6.431811, 5.308717], [-2.383056, 7.730223, 5.242236], [-1.629490, 7.171718, 3.783364], [-3.685846, 6.040664, 3.726345], [-1.618318, 4.640060, 3.143631], [-2.890915, 3.544736, 3.534453], [-1.531611, 4.034348, 4.565954], [-2.992655, 5.544504, 6.446064]],
  "atomic_forces_ev_per_a": [[-0.650, 0.923, -0.130], [-1.765, 2.077, 5.955], [7.616, -5.083, -7.572], [0.412, 2.056, -0.457], [-2.701, -1.844, 1.190], [0.156, -0.609, -0.709], [-2.170, 4.011, 5.086], [-2.201, -1.112, -1.583], [0.680, 0.457, -1.201], [1.102, -1.117, -0.484], [1.086, -0.174, 0.138], [-0.674, -0.822, -1.865], [-0.159, 0.604, 0.764], [0.305, -0.137, 0.190], [-0.022, 0.187, -0.181], [-0.116, 0.122, 0.212], [-0.180, -0.196, -0.048], [0.039, 0.331, -0.076], [-0.361, 0.224, 0.904], [-0.707, 0.495, 0.194], [0.754, 0.515, 0.888], [-0.514, 0.263, -0.341], [-0.461, 0.003, -0.223], [-0.009, -0.276, 0.569], [0.188, -0.269, -0.630], [0.217, -0.833, -0.873], [0.462, 0.256, 0.403], [0.043, -0.243, 0.111], [1.192, -0.578, -1.047], [-2.933, 2.230, -0.271], [1.008, -1.355, -0.363], [0.004, -0.276, 0.019], [-0.282, -0.765, 0.116], [0.537, 0.164, 0.599], [0.090, 0.497, 0.338], [0.418, -0.102, 0.318], [0.030, 0.181, 0.290], [2.124, -0.827, -0.831], [-2.169, 1.027, -0.058], [0.225, 1.067, -0.087], [0.184, -0.068, -0.149], [-0.375, 0.000, 0.272], [-0.291, 0.224, 0.118], [0.463, -1.329, 0.778], [-0.124, -0.283, -0.085], [-0.069, 0.221, 0.056], [-0.021, 0.293, 1.682], [-0.627, -1.868, -1.493], [-0.399, -1.995, 2.917], [0.862, 4.593, -5.118], [-0.449, -1.030, 0.800], [0.194, 0.278, 0.394], [-0.205, -0.636, 1.078], [-0.022, 0.054, -0.756], [-0.869, 1.710, -1.896], [0.253, -3.389, 0.714], [-0.126, -0.033, 3.563], [0.603, 1.302, -1.376], [-0.389, 0.218, 0.352], [0.086, -0.293, -0.295], [0.159, 0.154, 0.353], [0.243, 0.009, -1.216], [-2.306, -1.772, 2.399], [1.140, 1.289, -1.416], [1.018, -1.182, -1.243], [0.192, 1.893, -0.396], [0.053, -0.666, 0.415], [0.026, 0.556, 0.082], [0.138, -0.122, -0.484], [-0.186, 0.626, 0.162], [3.556, 2.135, -2.038], [-4.740, -1.806, 2.298], [1.410, -0.867, -3.139], [-1.714, -1.156, 3.486], [0.230, 0.001, 0.067], [0.117, -0.160, -0.548], [0.433, 0.755, 0.556], [0.803, 1.475, -0.495], [0.866, -1.694, 2.062], [-0.387, 2.541, -1.193], [0.503, -1.374, 0.214], [-0.762, 0.397, -0.762], [0.612, -0.321, -0.507], [0.461, 0.116, -0.125], [-0.805, 0.127, -0.072], [-0.652, -0.012, 0.385], [0.175, 0.162, -0.194], [-0.132, 0.131, 0.182], [-0.043, -0.154, 0.054], [0.272, -0.081, 0.314], [1.255, -0.443, -1.150], [0.015, 0.079, 0.951], [2.308, 0.428, -0.689], [-1.431, -0.353, -0.043], [0.233, 0.138, 0.147], [-0.660, -0.443, 0.079], [0.293, 0.104, -0.046], [-0.659, -0.200, 0.373], [-0.385, 0.479, -0.922], [-0.633, 0.413, 0.466], [-0.528, -0.327, 1.042], [0.217, 0.088, -0.218]]
}

***

Electronic energy / eV: -70043.955; -92742.660